76
Properties=species:S:1:pos:R:3:forces:R:3:mulliken_charge:R:1 method="wB97M-V/def2-TZVPD" spin_multiplicity=5 charge=+4 relative_energy_kcal_mol=80.7 homo_lumo_gap_ev="5.4 / 5.0"
N 0.345 5.969 -3.607 0.647 -3.572 1.611 0.092
C 1.429 5.240 -3.843 1.068 1.019 -1.216 -0.520
C 1.604 3.978 -3.276 -0.602 0.309 0.489 -0.551
C 0.609 3.485 -2.424 -0.242 -0.019 -0.171 0.973
C -0.525 4.268 -2.164 0.846 0.356 -0.408 -0.026
C -0.601 5.514 -2.803 -1.574 1.216 0.296 -0.603
C 0.746 2.059 -2.018 -0.674 -0.011 -2.209 -1.352
Pt -0.109 1.403 -0.290 -1.049 0.736 0.572 0.579
P -0.331 -3.259 0.379 -1.588 -2.057 0.654 0.995
C -0.425 1.212 -2.264 0.492 -0.296 -3.636 -0.653
C -0.308 -0.174 -2.796 0.744 1.033 0.388 0.424
C -1.421 -1.057 -2.732 0.084 -0.412 0.373 -0.521
C -1.162 -2.416 -2.626 -0.550 0.506 0.388 -0.654
C 0.127 -2.944 -2.899 -1.501 0.503 -0.974 -0.799
C 1.111 -2.047 -3.402 0.642 1.090 -0.016 -0.726
C 0.935 -0.678 -3.234 0.484 -0.460 -0.363 -0.177
Br 1.920 -3.418 -1.063 0.544 0.245 1.091 -0.208
H 1.759 1.703 -2.305 -0.791 -0.126 0.866 0.322
H -1.337 1.755 -2.543 0.042 -0.350 0.171 0.873
H 2.500 3.380 -3.477 -0.286 0.598 -0.178 0.487
H -1.314 3.945 -1.475 0.236 0.357 -0.439 0.377
H 2.200 5.635 -4.501 -0.104 0.164 -0.036 0.445
H -1.476 6.148 -2.646 0.091 0.018 -0.047 0.442
H -2.425 -0.618 -2.712 0.273 -0.425 0.317 0.506
H 1.760 0.026 -3.477 -0.723 -0.762 0.113 0.561
H -1.975 -3.065 -2.280 0.296 0.089 -0.717 0.917
H 2.051 -2.418 -3.816 -0.339 -0.014 0.074 0.606
P -0.182 2.168 1.787 0.853 1.544 1.320 0.210
C -0.474 -5.001 -0.291 0.194 -1.724 1.578 -0.304
C -1.550 -6.029 -0.171 -0.409 1.479 -1.676 -1.124
H 0.514 -5.419 -0.597 -0.799 0.303 0.069 0.624
H 0.186 -4.018 -2.977 0.337 -0.005 -0.327 0.709
H -1.539 -6.803 -0.973 0.470 0.400 0.413 0.435
H -1.459 -6.606 0.765 0.356 0.165 0.197 0.338
H -2.541 -5.562 -0.201 0.039 -0.193 0.420 0.329
C -2.189 -2.778 0.466 0.389 0.590 -0.785 -0.124
C -2.909 -2.836 1.820 0.263 -0.017 0.083 -1.516
H -2.668 -3.438 -0.284 0.170 0.414 0.383 0.448
H -2.172 -1.755 0.029 -0.369 -0.548 0.310 0.071
H -3.979 -2.685 1.631 0.208 0.012 0.033 0.424
H -2.801 -3.817 2.312 -0.169 0.497 -0.186 0.373
H -2.570 -2.037 2.503 -0.106 -0.453 -0.225 0.307
C -0.008 -3.886 2.185 0.499 -0.066 -0.202 -0.444
C 1.126 -4.909 2.237 0.158 0.175 0.225 -1.250
H -0.931 -4.337 2.590 0.223 0.354 -0.621 0.308
H 0.196 -2.967 2.769 0.012 -0.399 -0.352 0.496
H 1.204 -5.265 3.274 0.148 0.070 -0.320 0.427
H 0.910 -5.779 1.598 0.202 0.187 0.317 0.312
H 2.083 -4.462 1.935 -0.218 -0.297 0.116 0.331
C 1.277 1.618 2.693 -0.002 -0.317 0.402 -0.500
C 1.122 1.908 4.176 0.190 0.054 0.453 -1.345
H 2.148 2.181 2.316 -0.399 -0.131 -0.163 0.391
H 1.485 0.563 2.471 -0.195 0.171 0.188 0.368
H 1.131 2.990 4.346 0.020 -0.254 0.132 0.339
H 0.198 1.499 4.602 0.227 0.018 -0.064 0.351
H 1.972 1.481 4.707 -0.110 0.081 0.178 0.431
C -1.809 1.601 2.359 0.337 -0.317 0.771 -0.267
C -2.900 1.996 1.367 -0.286 0.067 0.036 -1.099
H -1.996 2.023 3.354 -0.098 -0.191 -0.114 0.608
H -1.744 0.505 2.467 -0.040 0.306 0.055 -0.002
H -3.242 3.018 1.535 0.002 -0.071 -0.047 0.372
H -2.567 1.927 0.324 0.008 -0.021 -0.075 0.186
H -3.759 1.332 1.466 -0.032 0.118 0.060 0.356
C -0.144 3.993 2.024 -0.570 0.107 -0.106 -0.668
C 1.079 4.796 1.543 0.082 -0.029 0.140 -1.064
H -0.266 4.122 3.114 -0.103 0.010 -0.379 0.577
H -1.066 4.370 1.544 0.314 -0.006 0.320 0.399
H 1.027 5.812 1.971 0.003 -0.469 -0.184 0.429
H 2.033 4.356 1.878 -0.349 0.179 -0.131 0.287
H 1.104 4.908 0.451 0.001 -0.149 0.226 0.179
C 3.944 -0.545 -0.547 0.816 -0.242 -0.197 -1.152
C 2.567 -0.171 -0.294 -1.774 0.890 0.072 0.532
N 1.482 0.235 -0.154 3.825 -2.373 0.223 0.104
H 4.381 0.102 -1.335 -0.344 -0.306 0.372 0.340
H 4.057 -1.602 -0.843 -0.294 0.501 0.015 0.268
H 4.553 -0.423 0.352 -0.146 0.151 0.056 0.389

=====

76
Properties=species:S:1:pos:R:3:forces:R:3:mulliken_charge:R:1 method="wB97M-V/def2-TZVPD" charge=+4 relative_energy_kcal_mol=9.1 homo_lumo_gap_ev="4.6 / 4.6"
N 6.186 2.708 2.661 -0.194 -0.447 -0.060 -0.346
C 6.131 1.379 2.817 -0.287 -0.103 -0.173 -0.396
C 4.983 0.634 2.540 -0.104 -0.468 0.803 -0.389
C 3.818 1.276 1.993 -0.729 0.155 -0.307 0.137
C 3.943 2.685 1.789 0.297 0.320 -0.710 -0.199
C 5.126 3.338 2.153 -0.598 0.200 0.147 -0.490
C 2.626 0.536 1.618 3.471 0.150 0.536 -0.384
Sn 0.020 -0.052 0.123 -2.014 -0.234 -0.263 0.794
P -1.321 -0.504 -2.089 0.026 -1.363 -2.114 1.069
C 2.082 0.566 0.261 -0.905 1.055 -0.397 -0.020
C 2.746 -0.337 -0.823 -0.248 0.085 0.737 -0.264
C 2.642 0.065 -2.152 0.181 -0.396 -0.351 -0.410
C 3.025 -0.802 -3.184 -0.448 0.463 0.515 -0.841
C 3.450 -2.099 -2.886 -0.187 0.837 0.263 0.089
C 3.436 -2.516 -1.549 -0.345 -0.795 0.019 -0.694
C 3.163 -1.632 -0.503 -0.179 -0.308 -0.600 -0.328
Br 3.998 -3.172 -4.290 -0.053 -0.400 -0.008 0.015
H 2.351 -0.234 2.336 0.073 -0.394 -0.268 0.720
H 1.985 1.604 -0.104 0.609 -0.222 -0.006 0.892
H 5.039 -0.442 2.716 -0.254 0.267 -0.067 0.416
H 3.114 3.270 1.388 0.200 -0.128 0.177 0.415
H 7.032 0.894 3.214 -0.398 0.141 -0.221 0.401
H 5.219 4.428 2.099 -0.156 -0.413 -0.163 0.399
H 2.235 1.034 -2.410 0.077 0.193 -0.015 0.599
H 3.243 -1.977 0.527 -0.150 -0.014 -0.180 0.543
H 2.843 -0.498 -4.214 0.468 0.001 0.149 0.608
H 3.456 -3.602 -1.380 0.761 0.582 0.222 0.472
P -1.836 0.957 1.781 -0.855 1.102 0.600 0.810
C -0.403 -1.449 -3.426 0.728 -0.212 0.990 0.461
C -0.911 -1.364 -4.862 -0.682 0.387 -0.214 -1.318
H -0.454 -2.498 -3.080 -0.036 0.328 -0.008 0.417
H 0.664 -1.197 -3.397 -0.326 0.129 0.114 -0.584
H -0.214 -1.944 -5.481 -0.237 0.150 0.116 0.429
H -1.917 -1.808 -4.959 0.534 0.299 -0.111 0.307
H -0.924 -0.326 -5.244 0.008 -0.529 0.135 0.327
C -1.764 1.185 -2.682 0.602 0.331 0.508 -0.419
C -2.913 1.519 -3.624 -0.486 -0.339 -0.404 -1.335
H -0.833 1.504 -3.178 0.017 -0.054 0.216 0.363
H -1.856 1.809 -1.787 0.005 -0.126 -0.010 0.194
H -2.989 2.614 -3.670 0.080 -0.280 -0.016 0.438
H -2.701 1.160 -4.639 -0.259 0.043 0.283 0.335
H -3.892 1.150 -3.288 0.306 -0.025 -0.109 0.338
C -2.750 -1.630 -1.704 0.133 0.818 1.076 -0.567
C -3.441 -2.538 -2.727 0.275 0.110 -0.529 -1.374
H -3.408 -0.862 -1.302 -0.731 -0.178 0.158 0.417
H -2.499 -2.286 -0.857 0.274 0.396 -0.030 0.298
H -4.350 -2.901 -2.234 0.128 0.064 -0.201 0.410
H -3.717 -2.047 -3.669 0.015 -0.090 0.381 0.333
H -2.812 -3.409 -2.949 -0.175 0.229 -0.039 0.381
C -3.165 -0.028 2.609 0.486 -0.881 -0.910 -0.573
C -3.845 0.716 3.750 0.069 0.484 0.137 -1.177
H -2.703 -0.970 2.948 -0.173 0.252 -0.003 0.384
H -3.889 -0.297 1.823 0.196 0.060 0.190 0.454
H -3.127 0.975 4.542 -0.405 -0.041 -0.176 0.295
H -4.346 1.627 3.390 0.132 -0.313 0.244 0.349
H -4.613 0.054 4.165 0.172 0.164 0.002 0.417
C -2.691 2.472 1.112 0.186 -0.416 -0.766 -0.680
C -1.712 3.444 0.424 0.009 0.072 0.246 -1.018
H -3.235 2.948 1.953 0.335 -0.336 -0.346 0.577
H -3.447 2.128 0.371 0.303 0.113 0.536 0.433
H -1.078 3.974 1.156 -0.241 -0.202 -0.352 0.292
H -1.058 2.896 -0.284 -0.115 0.323 0.210 0.189
H -2.271 4.198 -0.154 0.276 -0.278 0.259 0.406
C -0.732 1.581 3.079 0.626 0.118 0.273 -0.640
C -0.269 0.537 4.102 0.090 -0.112 0.418 -1.217
H -1.199 2.450 3.573 0.087 -0.321 -0.205 0.608
H 0.171 1.952 2.565 -0.280 0.248 0.066 0.288
H 0.569 0.936 4.686 -0.211 0.033 -0.069 0.413
H -1.040 0.248 4.827 0.118 0.114 -0.299 0.348
H 0.101 -0.384 3.641 -0.069 -0.055 -0.142 0.155
C -0.591 -4.391 1.857 -0.230 -0.692 -0.039 -1.066
C -0.361 -3.098 1.325 0.523 2.174 -0.629 0.719
N -0.161 -2.023 0.926 -0.156 -1.621 0.504 -0.544
H 0.057 -4.537 2.730 -0.135 -0.102 -0.059 0.391
H -0.362 -5.133 1.077 -0.030 0.027 0.261 0.369
H -1.653 -4.466 2.130 0.207 -0.128 0.079 0.357

=====

83
Properties=species:S:1:pos:R:3:forces:R:3:mulliken_charge:R:1 method="wB97M-V/def2-TZVPD" charge=+1 homo_lumo_gap_ev=6.3
C -5.593 1.419 0.624 -1.044 0.385 0.028 -0.983
C -5.049 0.304 -0.450 -0.304 0.372 -0.173 -0.345
C -3.390 0.100 -0.406 -0.897 -0.719 0.408 -1.117
C -2.570 1.361 -1.058 -0.334 0.462 -0.286 1.064
C -2.983 1.486 -2.665 0.238 0.320 -0.354 -1.111
C -0.937 1.267 -0.942 3.121 -2.479 0.471 0.307
C -0.304 -0.257 -0.701 2.132 3.239 -0.496 -0.510
C 1.337 -0.467 -0.619 0.533 0.941 -0.101 0.346
C 2.035 -1.959 -0.376 1.446 1.110 -0.518 -0.132
C 1.150 -3.355 -0.161 0.947 0.824 1.520 -0.147
C 1.608 -3.915 1.347 0.088 0.058 0.475 -0.708
C 1.005 -2.959 2.570 -0.059 -0.219 -0.815 -0.160
C 2.024 -1.759 3.027 -0.114 0.452 0.962 -0.179
C 2.790 -2.035 4.470 0.975 1.100 -0.702 -0.657
N 1.839 -2.342 5.610 1.664 0.388 0.197 -0.602
N 3.562 -2.158 -0.320 -1.960 3.578 -0.733 0.080
C 4.544 -1.015 -0.477 -3.795 3.925 -1.053 -0.088
P 6.477 -1.246 -0.398 1.658 -2.652 5.206 0.768
O 6.736 -2.096 0.944 -1.236 2.959 -5.827 -0.613
O 7.143 0.350 -0.143 -0.211 -3.204 -2.274 -0.484
O 7.127 -2.070 -1.789 -1.229 3.526 1.439 -0.495
C 3.954 0.534 -0.697 -1.066 -3.819 0.259 -0.617
C 2.315 0.862 -0.771 0.467 -1.119 0.233 -0.069
C 1.722 2.412 -0.985 -4.067 -3.373 1.078 1.079
P 3.030 3.795 -1.080 -0.172 1.135 -1.306 0.168
O 2.348 5.394 -1.097 -0.214 -2.744 2.503 -0.463
I 4.321 3.739 1.069 -0.755 0.006 -0.249 -0.036
C 0.095 2.575 -1.090 1.695 -2.208 0.634 -0.608
C -0.572 4.066 -1.354 -0.620 -0.545 -0.194 -0.395
C -0.444 4.487 -2.953 -5.033 1.177 -4.490 0.114
O -1.589 4.655 -3.670 6.688 -1.114 4.973 -0.562
N 0.850 4.739 -3.693 -1.100 -0.710 1.127 0.340
C 0.882 6.102 -4.349 0.067 0.298 -0.151 -0.842
C 1.219 3.618 -4.640 1.089 0.120 -0.394 -0.812
H -4.758 2.095 1.096 -1.514 -1.343 -1.041 0.280
H -6.205 0.937 1.525 1.508 0.886 -1.964 0.269
H -6.381 2.121 0.069 1.833 -1.399 1.290 0.262
H -5.626 -0.706 -0.221 1.599 1.943 -0.519 0.240
H -5.413 0.627 -1.539 0.994 -0.706 2.363 0.267
H -3.206 -0.923 -0.993 -0.043 2.297 1.290 0.327
H -3.127 -0.038 0.748 -0.289 0.223 -2.515 0.283
H -2.963 2.336 -0.492 1.101 -2.083 -1.192 0.141
H -3.606 2.474 -2.890 1.317 -2.220 0.602 0.194
H -3.621 0.535 -2.955 1.417 2.021 0.475 0.412
H -2.008 1.552 -3.350 -2.196 -0.259 1.530 0.261
H -0.951 -1.234 -0.614 1.187 2.392 -0.150 -0.117
H 0.000 -3.120 -0.063 2.431 -0.412 -0.558 -0.122
H 1.392 -4.158 -0.980 -0.437 1.818 1.423 0.355
H 1.242 -5.027 1.450 0.579 2.260 -0.248 0.381
H 2.778 -3.926 1.481 -2.220 -0.095 -0.453 0.253
H 0.751 -3.656 3.487 0.491 1.613 -1.798 0.425
H 0.009 -2.477 2.138 1.953 -1.090 1.116 -0.091
H 2.874 -1.512 2.253 -1.734 -0.583 1.344 0.002
H 1.388 -0.764 3.170 1.327 -2.067 -0.349 0.291
H 3.643 -2.856 4.337 -2.097 1.560 0.377 0.302
H 3.348 -1.026 4.764 -0.809 -2.029 -1.032 0.311
H 1.525 -1.411 5.971 0.239 -1.175 -0.366 0.264
H 2.460 -2.726 6.377 -1.169 0.546 -1.073 0.264
H 3.980 -3.122 -0.152 -1.011 1.634 -0.218 0.409
H 8.091 0.336 -0.491 -1.579 0.061 0.671 0.334
H 7.286 -1.431 -2.557 -0.383 -1.153 1.299 0.353
H 4.778 1.364 -0.822 -1.925 -1.839 0.315 0.376
H 1.958 5.524 -0.178 0.624 0.219 -1.544 0.352
H -0.166 4.901 -0.618 -0.483 -1.899 -1.845 0.326
H -1.747 4.023 -1.143 2.716 -0.109 -0.675 0.183
H 0.173 6.119 -5.290 1.376 0.153 1.813 0.316
H 0.539 6.887 -3.548 0.685 -1.450 -1.727 0.269
H 2.007 6.335 -4.669 -2.530 -0.569 0.721 0.292
H 1.112 2.575 -4.122 -0.099 2.005 -1.079 0.215
H 0.631 3.729 -5.651 0.924 -0.565 1.914 0.309
H 2.381 3.744 -4.881 -2.522 -0.232 0.468 0.322
O -2.196 -3.547 0.604 -1.460 -0.036 0.262 -0.534
C -3.231 -3.582 1.248 1.050 0.287 -0.930 0.361
O -4.476 -3.699 0.699 1.299 0.023 -0.144 -0.361
C -5.455 -3.596 1.732 -0.885 -0.002 0.186 -0.349
C -4.731 -3.954 3.003 -0.320 -0.293 0.825 -0.616
C -3.332 -3.457 2.738 -0.036 -0.352 0.381 -0.213
H -5.840 -2.571 1.747 0.039 -0.058 -0.036 0.165
H -6.281 -4.282 1.526 0.206 0.181 -0.213 0.374
H -5.188 -3.519 3.896 -0.001 -0.081 -0.178 0.337
H -4.716 -5.044 3.128 -0.049 0.193 -0.007 0.266
H -3.214 -2.407 3.018 0.163 -0.062 -0.040 0.239
H -2.585 -4.078 3.238 0.134 0.377 -0.170 0.294